# C45H78FNO14

A 12-piece molecular cluster, C45H78FNO14 overall in a non-equilibrium geometry (ωB97M-V with the def2-TZVPD basis set, the Open Molecules 2025 dataset).

Geometry as XYZ:
```
139
Properties=species:S:1:pos:R:3:mulliken_charge:R:1
C 4.456 -1.215 -1.369 -0.9414
C 2.947 -1.094 -1.256 -0.1163
C 2.413 0.179 -1.899 -0.3117
O 1.064 0.480 -1.543 -0.4178
C 0.200 -0.362 -2.244 -0.6655
N -1.185 0.079 -2.144 0.3028
C -1.919 -0.538 -3.243 -0.0229
O -2.254 -0.013 -4.250 -0.5400
C -2.195 -1.932 -2.739 0.8683
C -2.390 -3.126 -3.394 -0.9895
C -2.580 -4.256 -2.592 -0.6079
C -2.605 -4.195 -1.210 -0.6938
C -2.409 -2.982 -0.564 0.2667
F -2.411 -2.878 0.765 -0.3480
C -2.196 -1.865 -1.345 1.1494
C -1.900 -0.422 -0.996 -0.3402
O -2.233 0.216 -0.052 -0.5965
H 4.782 -1.135 -2.403 0.1313
H 4.975 -0.515 -0.714 0.3770
H 4.722 -2.216 -1.026 0.2385
H 2.584 -1.204 -0.234 0.3077
H 2.519 -1.946 -1.796 0.2042
H 2.522 0.114 -2.984 0.1655
H 3.026 1.014 -1.563 0.4025
H 0.470 -0.334 -3.307 0.3993
H 0.343 -1.399 -1.910 0.2445
H -2.357 -3.174 -4.472 0.5445
H -2.704 -5.213 -3.081 0.4723
H -2.742 -5.093 -0.626 0.5587
C -5.636 3.341 1.604 -1.0970
C -4.895 2.642 2.719 0.7735
C -3.881 1.602 2.313 -0.2501
O -5.107 2.906 3.881 -0.5814
H -6.332 4.062 2.028 0.3403
H -4.931 3.866 0.958 0.3227
H -6.194 2.614 1.012 0.2449
H -3.104 2.058 1.698 0.3079
H -4.367 0.804 1.754 -0.2339
H -3.423 1.178 3.204 0.2414
C -5.768 -0.903 0.063 -0.8230
C -6.140 -2.075 -0.811 0.7194
C -7.553 -2.116 -1.339 -1.2881
O -5.334 -2.939 -1.074 -0.3694
H -4.727 -0.997 0.371 -0.0405
H -5.891 0.030 -0.491 0.3303
H -6.402 -0.883 0.952 0.4618
H -7.750 -1.233 -1.948 0.3588
H -8.261 -2.147 -0.509 0.3516
H -7.689 -3.004 -1.952 0.2873
C 3.483 -5.017 1.980 -1.0544
C 4.695 -4.484 1.255 0.7510
C 5.998 -5.215 1.468 -1.1171
O 4.624 -3.514 0.536 -0.4773
H 2.619 -4.402 1.740 0.2283
H 3.285 -6.045 1.672 0.3299
H 3.650 -4.990 3.058 0.3367
H 5.904 -6.251 1.138 0.3290
H 6.269 -5.196 2.525 0.3245
H 6.783 -4.730 0.893 0.2888
C -0.207 1.654 3.829 -0.9845
C 0.313 2.397 5.034 0.8124
C -0.692 2.745 6.105 -1.0747
O 1.480 2.701 5.136 -0.5514
H 0.610 1.465 3.136 0.3227
H -0.638 0.700 4.136 0.3663
H -0.968 2.251 3.325 0.2016
H -1.143 1.836 6.505 0.3463
H -1.474 3.383 5.692 0.3153
H -0.192 3.276 6.913 0.2486
C 2.823 5.500 5.757 -0.6553
C 3.335 6.243 6.963 0.7855
C 2.324 6.582 8.033 -1.1652
O 4.500 6.556 7.080 -0.5588
H 3.642 5.317 5.067 0.0802
H 2.398 4.543 6.058 0.1946
H 2.061 6.093 5.249 0.3658
H 1.877 5.668 8.427 0.2982
H 1.540 7.217 7.617 0.3212
H 2.817 7.113 8.844 0.3360
C 0.323 2.140 -5.155 -0.8367
C 1.806 2.397 -5.214 0.8859
C 2.245 3.821 -5.453 -1.3304
O 2.614 1.507 -5.063 -0.4944
H 0.145 1.084 -4.974 -0.0472
H -0.123 2.715 -4.343 0.3358
H -0.148 2.419 -6.099 0.4735
H 1.871 4.465 -4.656 0.3569
H 1.862 4.174 -6.412 0.3690
H 3.332 3.869 -5.467 0.3120
C 5.956 6.733 3.995 -0.8047
C 5.474 6.750 2.567 0.9648
C 6.383 6.125 1.537 -1.1264
O 4.412 7.243 2.260 -0.5858
H 5.220 7.209 4.636 0.1569
H 6.101 5.705 4.331 0.3606
H 6.898 7.280 4.069 0.1160
H 6.545 5.072 1.772 0.3422
H 7.344 6.644 1.528 0.2507
H 5.924 6.203 0.554 0.3183
C 6.064 -0.094 -6.513 -1.1952
C 5.104 -1.091 -5.911 0.9388
C 4.045 -1.658 -6.826 -1.1416
O 5.177 -1.417 -4.751 -0.5633
H 6.768 0.234 -5.752 0.2965
H 6.617 -0.555 -7.334 0.3779
H 5.515 0.772 -6.886 0.3019
H 4.513 -2.184 -7.660 0.3916
H 3.417 -0.853 -7.210 0.2807
H 3.424 -2.356 -6.269 0.2651
C 9.910 10.124 4.496 -1.1635
C 9.029 9.471 3.459 0.8854
C 7.911 10.307 2.884 -1.0997
O 9.209 8.328 3.106 -0.5288
H 10.668 9.417 4.824 0.3093
H 10.402 11.000 4.070 0.3364
H 9.311 10.429 5.356 0.3160
H 8.321 11.190 2.392 0.4115
H 7.231 10.619 3.678 0.3206
H 7.357 9.720 2.155 0.2297
C -6.466 -6.053 -0.982 -0.6153
C -6.819 -7.231 -1.855 0.7311
C -8.229 -7.295 -2.384 -1.0106
O -6.004 -8.087 -2.120 -0.5848
H -5.426 -6.129 -0.672 0.1550
H -6.596 -5.123 -1.535 0.0113
H -7.100 -6.043 -0.092 0.4274
H -8.439 -6.416 -2.997 0.3684
H -8.939 -7.340 -1.558 0.3019
H -8.350 -8.186 -2.992 0.1811
C -9.046 -11.493 -2.686 -0.9636
C -10.359 -10.800 -2.413 0.8304
C -11.544 -11.679 -2.095 -1.1353
O -10.457 -9.595 -2.447 -0.5156
H -8.279 -10.752 -2.899 0.2060
H -8.743 -12.076 -1.815 0.3107
H -9.146 -12.157 -3.546 0.3271
H -11.343 -12.269 -1.199 0.3218
H -11.747 -12.351 -2.931 0.3197
H -12.420 -11.058 -1.920 0.3046
```

Results
E_tot: -2969.386564 Ha
Lowest unoccupied orbital energy: -0.0025 Eh
SMILES string: CCCOCN1C(=O)c2cccc(F)c2C1=O.CC(C)=O.CC(C)=O.CC(C)=O.CC(C)=O.CC(C)=O.CC(C)=O.CC(C)=O.CC(C)=O.CC(C)=O.CC(C)=O.CC(C)=O
Molar mass: 876.11 g mol⁻¹
Frontier orbital gap: 8.9 eV


# C45H80Cl2O36

A 13-piece molecular cluster, C45H80Cl2O36 overall in a non-equilibrium geometry (ωB97M-V with the def2-TZVPD basis set, the Open Molecules 2025 dataset).

Geometry as XYZ:
```
163
Properties=species:S:1:pos:R:3:mulliken_charge:R:1
Cl -1.054 -6.092 -3.331 -0.2268
C -0.299 -4.492 -3.504 -0.0346
C 0.097 -3.939 -2.142 1.7326
Cl 1.550 -4.805 -1.570 -0.2214
H -1.033 -3.846 -3.985 -0.0692
H 0.599 -4.610 -4.107 0.4148
H -0.627 -3.820 -1.337 -0.4634
H 0.381 -2.898 -2.306 -1.0820
C -1.853 -0.981 5.846 -0.1326
C -3.261 -0.589 6.208 -0.5890
O -4.152 -1.154 5.353 -0.4111
C -3.416 -1.685 4.351 0.3681
O -3.871 -2.009 3.283 -0.4851
O -2.043 -1.652 4.595 0.2124
H -1.387 -1.633 6.587 0.4979
H -1.067 -0.236 5.729 -0.0224
H -3.298 0.500 6.278 0.2088
H -3.583 -0.763 7.237 0.3768
C -2.995 -5.910 3.526 -0.4138
C -2.053 -4.810 3.939 -0.0549
O -1.776 -4.129 2.703 -0.1087
C -2.678 -4.484 1.745 0.4792
O -2.675 -4.079 0.616 -0.2910
O -3.421 -5.477 2.206 -0.4376
H -3.854 -5.941 4.195 0.3397
H -2.557 -6.908 3.547 0.2493
H -1.105 -5.220 4.288 0.3654
H -2.396 -4.070 4.661 -0.1354
C -4.105 3.916 3.200 -0.2926
C -4.805 2.676 2.611 -0.4364
O -3.895 1.649 2.684 -0.2498
C -2.880 2.032 3.465 0.8556
O -1.953 1.321 3.898 -0.7309
O -3.074 3.275 3.951 -0.3566
H -4.613 4.635 3.841 0.3217
H -3.545 4.454 2.434 0.2299
H -5.052 2.947 1.585 0.2858
H -5.674 2.415 3.215 0.2863
C -2.238 -0.786 0.675 0.2204
C -1.041 -1.212 1.518 1.5534
O -0.038 -1.401 0.494 -0.2531
C -0.376 -0.813 -0.612 -0.1809
O 0.320 -0.752 -1.609 0.2645
O -1.574 -0.338 -0.497 0.0049
H -2.741 -0.011 1.256 -0.4755
H -3.055 -1.461 0.421 0.0707
H -1.240 -2.190 1.958 -0.5161
H -0.851 -0.563 2.373 -0.4211
C -1.648 2.835 -2.152 0.8998
C -2.541 3.726 -3.079 -0.3451
O -3.242 4.524 -2.202 -0.3720
C -3.236 3.967 -0.991 0.4261
O -3.877 4.423 -0.023 -0.6160
O -2.293 3.045 -0.940 -0.0344
H -0.646 3.264 -2.124 -0.1577
H -1.738 1.760 -2.297 -0.5009
H -3.090 3.003 -3.682 0.2442
H -1.886 4.316 -3.718 0.3777
C 3.482 1.450 7.815 -1.4510
C 3.510 1.488 6.296 -0.3123
O 2.416 0.905 5.615 0.0299
C 2.375 -0.382 5.429 0.4290
O 3.230 -1.209 5.764 -0.6605
O 1.373 -0.634 4.632 0.0963
C 1.285 -1.888 4.016 -0.2746
H 2.487 1.678 8.201 0.3002
H 4.128 2.250 8.172 0.4023
H 3.670 0.450 8.205 0.3417
H 4.441 1.090 5.889 0.4337
H 3.575 2.531 5.985 0.3490
H 0.412 -1.892 3.365 -0.4118
H 1.100 -2.714 4.704 0.3282
H 2.251 -2.075 3.548 0.4713
C 3.238 3.230 -1.614 -1.1385
C 2.576 2.207 -2.554 1.0860
O 3.249 2.069 -3.795 -0.4468
C 4.369 1.312 -3.889 0.7414
O 4.925 0.796 -2.945 -0.5413
O 4.803 1.285 -5.159 -0.3978
C 5.800 0.389 -5.507 -0.6503
H 3.414 4.160 -2.157 0.4519
H 4.194 2.950 -1.175 0.1820
H 2.470 3.476 -0.880 0.1749
H 1.543 2.516 -2.708 -0.1252
H 2.595 1.224 -2.083 -0.2049
H 6.584 0.091 -4.812 0.2709
H 6.258 0.783 -6.414 0.2916
H 5.233 -0.492 -5.811 0.2952
C 1.234 6.273 5.423 -0.7493
C 0.600 6.534 4.018 -0.3025
O -0.028 5.387 3.423 -0.3080
C 0.663 4.483 2.752 0.6772
O 1.843 4.650 2.398 -0.6697
O -0.117 3.427 2.499 -0.0692
C 0.357 2.352 1.720 0.7903
H 1.831 5.400 5.148 0.0420
H 0.509 5.955 6.171 0.2860
H 1.979 6.953 5.832 0.3629
H 1.275 6.859 3.227 0.3474
H -0.134 7.327 4.162 0.2760
H -0.442 1.654 1.476 -0.5823
H 1.055 1.834 2.377 -0.2720
H 0.859 2.669 0.806 -0.0745
C 6.758 -2.710 -0.519 -1.3727
C 6.301 -2.471 -1.965 -0.1801
O 4.896 -2.378 -1.958 0.0387
C 4.203 -2.591 -3.076 0.1809
O 4.610 -3.274 -4.039 -0.6609
O 2.981 -2.006 -2.995 0.5883
C 2.278 -1.747 -4.154 -0.6988
H 7.090 -1.831 0.036 0.3119
H 7.723 -3.219 -0.570 0.4442
H 6.176 -3.325 0.165 0.3269
H 6.604 -3.291 -2.616 0.4417
H 6.799 -1.586 -2.362 0.1179
H 1.319 -1.271 -3.948 -0.1079
H 2.006 -2.509 -4.884 0.3316
H 2.766 -0.927 -4.685 0.1896
C -3.782 1.200 -9.011 -1.3330
C -3.049 1.546 -7.768 -0.1530
O -2.988 0.406 -6.926 -0.1943
C -2.374 0.507 -5.750 0.7394
O -1.824 1.503 -5.356 -0.6545
O -2.548 -0.622 -5.163 -0.2268
C -2.080 -0.831 -3.818 0.8538
H -4.864 1.183 -8.873 0.3066
H -3.488 0.241 -9.439 0.2934
H -3.547 1.947 -9.770 0.4163
H -3.532 2.393 -7.279 0.2891
H -2.028 1.881 -7.955 0.3115
H -2.540 -0.158 -3.093 -0.0199
H -0.992 -0.800 -3.852 -0.1451
H -2.444 -1.761 -3.381 -0.5933
C 5.395 2.982 2.279 -1.3234
C 4.260 2.161 2.937 0.8049
O 4.424 0.708 2.749 -0.3917
C 3.755 0.132 1.741 0.6025
O 2.950 0.636 0.954 0.0176
O 4.175 -1.122 1.571 -0.4098
C 3.558 -1.884 0.552 -0.0906
H 6.438 2.773 2.511 0.3537
H 5.202 4.018 2.557 0.3744
H 5.241 2.825 1.211 0.1529
H 3.261 2.477 2.641 -0.1024
H 4.434 2.355 3.994 -0.0551
H 3.296 -1.350 -0.360 -0.1406
H 2.597 -2.296 0.866 0.0161
H 4.087 -2.819 0.379 0.2836
C -4.854 -2.796 -1.515 -0.6759
C -4.362 -3.884 -2.518 -0.3707
O -4.119 -3.161 -3.800 -0.2081
C -5.121 -3.035 -4.733 0.5784
O -6.202 -3.597 -4.559 -0.6087
O -4.672 -2.266 -5.725 -0.1073
C -5.552 -1.914 -6.803 -0.4249
H -5.836 -2.425 -1.807 0.4768
H -4.116 -2.004 -1.393 -0.0903
H -4.969 -3.269 -0.539 0.3372
H -5.151 -4.627 -2.634 0.4824
H -3.441 -4.385 -2.223 0.1673
H -6.498 -1.525 -6.429 0.3305
H -5.641 -2.802 -7.427 0.2839
H -4.984 -1.132 -7.307 -0.0862
```

Results
E_tot: -5391.700979 Ha
Lowest unoccupied orbital energy: 0.0099 Eh
Molar mass: 1268.01 g mol⁻¹
Frontier orbital gap: 10.3 eV


| no. | highest occupied orbital energy (eV) |
| --- | --- |
| 1 | -8.979 |
| 2 | -10.041 |